The following is a DFT calculation (ωB97M-V/def2-TZVPD) of a structure of composition C30H30N6O2PSe3TaTe.

```
! wB97M-V def2-TZVPD RIJCOSX def2/J DEFGRID3
* xyz 0 1
Ta 0.52170 2.07240 0.98450
Te -0.38989 4.58168 4.01813
Se -1.98651 2.72235 1.42933
Se 1.41038 3.93377 2.41017
Se -1.95885 4.99419 2.09309
P 1.44044 0.24189 -1.66620
O 2.25931 2.99811 -0.37831
O 0.15298 2.75811 -0.89297
N -3.51954 0.62150 -1.13470
N -2.75044 2.37841 -2.40170
N 4.28368 -0.03993 2.23166
N 2.23656 1.05266 1.52970
N 4.76341 -2.43466 2.65188
N -0.36274 0.44503 5.20661
C 5.48452 -1.83087 -1.01752
C 1.42005 2.70546 -1.24431
C -0.81818 -0.53921 -3.04557
C 3.06389 -0.55663 -1.53964
C -0.87097 -1.78036 -5.09994
C -4.80829 1.26179 -3.04896
C 1.76637 1.93364 -2.46080
C -1.53790 -1.11466 -4.08288
C 0.51598 -1.85729 -5.08551
C -5.50872 -0.58585 -1.69563
C -3.71674 1.41983 -2.18202
C -5.70509 0.24855 -2.79395
C 0.47829 0.32111 4.01931
C -1.08569 -2.46352 1.94988
C 4.49395 -1.33080 2.44716
C -0.39008 0.22502 1.62920
C 4.33115 -2.57996 -1.20793
C -0.28216 -0.66089 6.13892
C 5.42691 -0.44769 -1.07603
C -0.44496 -1.77805 2.97347
C -0.12259 -0.43288 2.84365
C 3.21438 0.47303 1.84145
C -4.40143 -0.35130 -0.90446
C 4.22040 0.19121 -1.32638
C 3.12614 -1.94890 -1.46445
C -1.42571 -1.80310 0.78037
C 1.23824 -1.27667 -4.05500
C 0.57414 -0.61985 -3.02076
C -1.06886 -0.47122 0.62731
C -1.73981 0.81256 4.92928
H -6.19675 -1.38548 -1.46213
H -4.93112 1.92532 -3.89544
H -2.61834 -1.03943 -4.08770
H -1.76987 1.63625 4.21877
H 4.36836 -3.65891 -1.13979
H 2.31988 -1.34326 -4.05033
H 1.41673 -0.14656 4.32959
H 2.22652 -2.53880 -1.60035
H 6.31727 0.14250 -0.90392
H -1.94543 -2.32310 -0.01555
H 1.03952 -2.37016 -5.88202
H -0.80791 -1.56749 5.79891
H -1.32314 -3.51309 2.07053
H -2.19103 2.59929 -1.58861
H -2.33065 -0.01747 4.51143
H -0.18708 -2.30424 3.88443
H 2.79358 2.07930 -2.77717
H -0.73607 -0.35893 7.08466
H -2.21627 1.14042 5.85536
H -3.02120 3.17531 -2.95277
H 4.18160 1.27285 -1.32290
H -4.20033 -0.96513 -0.03227
H 6.41964 -2.32722 -0.79593
H 0.73510 1.33608 3.69299
H 1.05673 2.07770 -3.27115
H 0.76165 -0.91336 6.32885
H -1.35544 -0.00769 -2.27397
H -1.42943 -2.23736 -5.90657
H -6.55786 0.10694 -3.44589
H -1.34635 0.03773 -0.28047
*
```

Computed properties:
HOMO level ... -0.292 Ha
Orbital gap ... 0.2267 Ha
M ... 1083.01 u
LUMO energy ... -1.78 eV
Relative energy (zero: lowest compared OMol25 entry of this formula, charge and spin) ... 1.540 eV

Results of the Löwdin charge analysis, in e, for atoms 1 through 4: atom 1 (Ta): 1.23, atom 2 (Te): 0.37, atom 3 (Se): 0.09, atom 4 (Se): 0.01